1.
{
  "formula": "C22H25BrCuN8O2S",
  "method": "ωB97M-V/def2-TZVPD",
  "homo_energy_ev": -10.7536,
  "lumo_ev": -2.532,
  "homo_lumo_gap_ev": 8.2,
  "charge": 1,
  "e_tot_ha": -6054.39874,
  "species": ["Cu", "C", "O", "C", "C", "C", "Br", "C", "C", "C", "O", "C", "N", "C", "C", "C", "C", "C", "C", "N", "H", "H", "H", "H", "H", "H", "H", "H", "H", "H", "H", "C", "C", "N", "N", "C", "S", "N", "N", "H", "H", "H", "H", "H", "H", "C", "C", "C", "C", "N", "N", "C", "H", "H", "H", "H", "H", "H", "H", "H"],
  "positions_angstrom": [[-1.977, 2.230, -0.019], [3.647, 2.618, 0.501], [2.664, 1.628, 0.230], [3.090, 0.339, 0.193], [4.404, -0.068, 0.368], [4.720, -1.423, 0.321], [6.516, -1.945, 0.568], [3.753, -2.383, 0.101], [2.436, -1.969, -0.080], [2.107, -0.625, -0.036], [0.802, -0.200, -0.166], [1.351, -2.948, -0.282], [0.930, -3.828, 0.573], [-0.152, -4.449, -0.045], [-0.968, -5.478, 0.423], [-1.995, -5.905, -0.396], [-2.218, -5.325, -1.656], [-1.423, -4.297, -2.131], [-0.390, -3.877, -1.299], [0.564, -2.876, -1.423], [4.121, 2.448, 1.470], [3.113, 3.564, 0.519], [4.411, 2.640, -0.280], [5.189, 0.651, 0.541], [3.997, -3.435, 0.079], [0.324, -0.971, -0.503], [-0.785, -5.927, 1.389], [-2.638, -6.710, -0.068], [-3.026, -5.696, -2.271], [-1.592, -3.860, -3.106], [0.895, -2.490, -2.294], [-3.061, -2.537, 1.482], [-3.866, -1.317, 1.256], [-5.135, -1.177, 1.465], [-5.411, 0.118, 1.114], [-4.352, 0.804, 0.693], [-4.213, 2.400, 0.150], [-3.342, -0.125, 0.790], [-2.032, 0.180, 0.410], [-3.715, -3.320, 1.855], [-2.276, -2.357, 2.217], [-2.598, -2.888, 0.556], [-6.352, 0.467, 1.189], [-1.382, -0.011, 1.169], [-1.777, -0.378, -0.399], [1.713, 5.446, -2.413], [0.919, 4.900, -1.279], [0.831, 5.279, 0.042], [-0.061, 4.378, 0.644], [-0.497, 3.503, -0.254], [0.108, 3.835, -1.415], [-0.516, 4.312, 2.063], [2.244, 6.339, -2.095], [1.073, 5.714, -3.254], [2.448, 4.719, -2.764], [1.340, 6.102, 0.512], [-0.065, 3.298, -2.246], [-0.130, 5.157, 2.628], [-0.160, 3.396, 2.537], [-1.605, 4.330, 2.124]],
  "lowdin_charge": [0.167, -0.055, -0.068, -0.209, -0.050, -0.676, 0.778, -0.064, -0.094, -0.176, 0.042, -0.285, 0.205, -0.237, -0.016, -0.085, -0.085, -0.025, -0.210, 0.144, 0.104, 0.079, 0.102, 0.101, 0.119, 0.065, 0.118, 0.106, 0.106, 0.110, 0.173, 0.019, -0.309, 0.146, 0.051, -0.711, 0.720, -0.070, 0.079, 0.099, 0.098, 0.074, 0.168, 0.124, 0.116, -0.007, -0.292, 0.019, -0.330, -0.021, 0.063, -0.017, 0.088, 0.088, 0.087, 0.121, 0.167, 0.086, 0.085, 0.078]
}



2.
{
  "formula": "C22H25Cl3IrN4O4P",
  "method": "ωB97M-V/def2-TZVPD",
  "homo_energy_ev": -7.7429,
  "lumo_ev": 0.187,
  "homo_lumo_gap_ev": 7.9,
  "e_above_lowest_ev": 1.2397,
  "charge": 0,
  "e_tot_ha": -3199.68578,
  "species": ["Ir", "C", "N", "C", "C", "C", "C", "C", "N", "C", "C", "C", "C", "C", "C", "H", "H", "H", "H", "H", "H", "H", "H", "H", "H", "H", "Cl", "C", "Cl", "Cl", "C", "O", "O", "C", "P", "C", "C", "H", "H", "H", "H", "H", "H", "H", "H", "H", "C", "N", "C", "C", "C", "O", "N", "C", "O", "H", "H", "H", "H", "H"],
  "positions_angstrom": [[0.046, -0.267, 1.241], [2.874, 1.098, -0.026], [2.098, -0.022, 0.523], [2.791, -1.116, 0.650], [2.220, -2.269, 1.234], [2.623, -3.598, 1.376], [1.501, -4.277, 1.858], [0.474, -3.332, 1.981], [0.921, -2.122, 1.628], [2.440, 1.468, -1.423], [1.734, 0.578, -2.225], [1.379, 0.932, -3.521], [1.723, 2.175, -4.027], [2.427, 3.070, -3.228], [2.782, 2.716, -1.937], [3.926, 0.801, -0.051], [2.830, 1.962, 0.622], [3.832, -1.123, 0.343], [3.584, -4.010, 1.114], [1.420, -5.326, 2.094], [-0.523, -3.494, 2.364], [1.438, -0.390, -1.839], [0.823, 0.230, -4.131], [1.443, 2.451, -5.036], [2.693, 4.047, -3.612], [3.315, 3.422, -1.309], [0.387, 3.259, 4.603], [1.507, 3.312, 3.234], [3.110, 2.741, 3.744], [1.637, 4.973, 2.653], [1.022, 2.356, 2.092], [0.747, 1.204, 2.543], [0.988, 2.760, 0.944], [-3.189, 0.813, 0.339], [-1.462, 1.411, 0.440], [-1.784, 3.003, 1.278], [-1.127, 1.874, -1.278], [-3.791, 1.649, -0.016], [-3.559, 0.506, 1.316], [-3.300, -0.008, -0.367], [-2.736, 3.393, 0.915], [-1.003, 3.722, 1.064], [-1.858, 2.856, 2.358], [-1.897, 2.547, -1.660], [-1.095, 0.969, -1.887], [-0.153, 2.358, -1.318], [-2.753, -3.804, -2.147], [-2.539, -3.040, -0.922], [-3.321, -3.213, 0.173], [-3.139, -2.538, 1.334], [-2.038, -1.644, 1.342], [-1.627, -0.888, 2.301], [-1.263, -1.500, 0.252], [-1.460, -2.130, -0.937], [-0.811, -1.949, -1.945], [-3.667, -4.382, -2.042], [-1.912, -4.472, -2.322], [-2.836, -3.128, -2.993], [-4.119, -3.933, 0.054], [-3.773, -2.677, 2.194]],
  "lowdin_charge": [1.339, -0.162, -0.082, -0.066, -0.318, -0.046, -0.092, -0.153, -0.099, -0.213, -0.058, -0.089, -0.096, -0.085, -0.043, 0.124, 0.090, 0.136, 0.099, 0.087, 0.102, 0.095, 0.106, 0.098, 0.100, 0.119, 0.614, -1.497, 0.616, 0.613, -0.874, -0.219, -0.081, -0.230, 0.813, -0.213, -0.222, 0.051, 0.055, 0.045, 0.050, 0.041, 0.052, 0.059, 0.040, 0.035, -0.005, -0.033, -0.034, 0.017, -0.562, -0.130, -0.020, -0.493, 0.078, 0.089, 0.103, 0.096, 0.133, 0.122]
}



3.
{
  "formula": "C22H25ClNOW",
  "method": "ωB97M-V/def2-TZVPD",
  "homo_energy_ev": [-10.9549, -12.1138],
  "spin_multiplicity": 3,
  "lumo_ev": [-4.204, -4.480],
  "homo_lumo_gap_ev": [6.8, 7.6],
  "e_above_lowest_ev": 3.0689,
  "charge": 1,
  "e_tot_ha": -1510.30287,
  "species": ["C", "C", "C", "H", "C", "C", "H", "C", "C", "C", "H", "C", "C", "H", "H", "H", "H", "H", "H", "W", "C", "C", "C", "H", "H", "H", "H", "H", "H", "C", "C", "H", "H", "O", "N", "C", "H", "C", "C", "H", "C", "H", "C", "H", "C", "H", "C", "H", "H", "H", "Cl"],
  "positions_angstrom": [[1.839, 2.860, 1.116], [1.079, 2.446, -0.042], [-0.117, 1.819, 0.428], [1.280, 2.683, -1.078], [-0.107, 1.849, 1.865], [1.080, 2.523, 2.281], [-0.931, 1.524, 2.495], [4.110, 0.424, 0.114], [3.803, 1.086, -1.109], [2.745, 0.418, -1.746], [4.378, 1.904, -1.537], [2.294, -0.638, -0.881], [3.258, -0.749, 0.217], [-0.951, 1.507, -0.192], [1.346, 2.758, 3.304], [2.763, 3.433, 1.093], [3.411, -1.640, 0.826], [2.390, 0.594, -2.764], [4.946, 0.630, 0.777], [1.719, 0.599, 0.987], [1.170, -1.614, -1.098], [1.697, -3.054, -0.986], [0.465, -1.417, -2.441], [2.575, -3.219, -1.621], [0.930, -3.752, -1.333], [1.958, -3.322, 0.041], [1.150, -1.541, -3.289], [0.014, -0.417, -2.495], [-0.330, -2.170, -2.533], [0.128, -1.213, -0.001], [-0.519, -2.309, 0.797], [-0.630, -0.524, -0.399], [0.630, -0.786, 0.948], [0.205, -2.964, 1.539], [-1.914, -2.314, 0.758], [-2.551, -1.191, 1.503], [-2.262, -3.211, 1.082], [-3.081, -0.121, 0.591], [-3.582, 1.057, 1.156], [-3.619, 1.151, 2.240], [-4.018, 2.089, 0.328], [-4.379, 3.018, 0.771], [-3.996, 1.928, -1.062], [-4.340, 2.737, -1.713], [-3.528, 0.735, -1.630], [-3.515, 0.588, -2.712], [-3.075, -0.299, -0.796], [-2.730, -1.248, -1.206], [-1.836, -0.717, 2.203], [-3.348, -1.607, 2.136], [1.995, -0.321, 3.067]],
  "lowdin_charge": [-0.167, -0.196, -0.169, 0.127, -0.154, -0.154, 0.118, -0.098, -0.095, -0.019, 0.120, -0.324, -0.260, 0.112, 0.128, 0.132, 0.124, 0.132, 0.123, 1.248, -0.472, -0.012, -0.024, 0.108, 0.099, 0.082, 0.104, 0.091, 0.102, -0.091, -0.443, 0.090, 0.017, 0.100, 0.060, -0.114, 0.143, -0.246, -0.058, 0.121, -0.071, 0.112, -0.078, 0.111, -0.066, 0.110, -0.062, 0.108, 0.125, 0.145, 0.180]
}



4.
{
  "formula": "C22H25F2N3O",
  "method": "ωB97M-V/def2-TZVPD",
  "homo_energy_ev": -8.5075,
  "lumo_ev": 0.283,
  "homo_lumo_gap_ev": 8.8,
  "e_above_lowest_ev": 15.7461,
  "charge": 0,
  "e_tot_ha": -1291.96424,
  "species": ["C", "C", "H", "H", "C", "N", "H", "C", "C", "C", "N", "N", "C", "C", "C", "C", "C", "C", "C", "C", "H", "H", "H", "H", "H", "H", "H", "C", "C", "C", "C", "C", "C", "H", "H", "F", "H", "F", "H", "H", "H", "C", "O", "C", "H", "H", "H", "H", "H", "H", "H", "H", "H"],
  "positions_angstrom": [[1.921, 4.134, -1.649], [1.199, 3.974, -0.414], [0.149, 3.963, -0.531], [1.585, 4.860, 0.245], [1.657, 2.804, 0.187], [0.782, 2.775, 1.622], [1.157, 2.222, 2.350], [-0.491, 2.204, 1.341], [-0.680, 0.888, 0.724], [-1.777, 0.606, -0.224], [-1.486, -0.834, -0.379], [-0.328, -1.284, 0.140], [0.014, -0.176, 0.698], [1.173, -0.567, 1.747], [2.454, -0.865, 0.910], [3.516, -0.926, 1.783], [3.494, -0.752, 2.986], [2.384, -0.485, 3.785], [1.194, -0.546, 3.043], [-0.077, -0.080, 3.981], [-0.829, -0.302, 3.229], [-0.049, 0.979, 4.396], [-0.073, -0.787, 4.861], [2.379, -0.432, 4.996], [4.688, -1.245, 3.539], [4.396, -1.352, 1.110], [2.298, -0.792, -0.186], [-2.237, -1.672, -1.367], [-3.445, -1.016, -1.984], [-4.167, -1.925, -2.937], [-3.532, -3.341, -3.143], [-2.317, -3.667, -2.622], [-1.803, -2.840, -1.651], [-0.861, -2.992, -1.238], [-2.028, -4.578, -2.745], [-4.240, -4.223, -3.893], [-4.898, -1.714, -3.562], [-4.131, 0.178, -1.687], [-2.522, 1.173, -0.531], [-1.031, 2.243, 2.576], [-1.266, 3.092, 0.818], [3.043, 2.707, 1.056], [3.855, 2.148, -0.240], [5.170, 2.058, -0.034], [5.779, 2.859, 0.238], [5.209, 1.240, 0.761], [5.524, 1.521, -0.943], [3.342, 3.674, 0.931], [3.253, 1.844, 1.645], [1.472, 1.911, -0.146], [3.110, 3.984, -1.581], [1.802, 5.010, -2.188], [1.625, 3.144, -2.450]],
  "lowdin_charge": [-0.125, -0.302, 0.101, 0.171, -0.238, -0.027, 0.051, -0.245, -0.214, 0.159, -0.054, 0.178, -0.326, -0.074, 0.051, -0.272, -0.204, -0.045, -0.253, -0.026, 0.052, 0.084, 0.079, 0.166, 0.207, 0.156, 0.123, -0.119, -0.056, 0.151, -0.189, 0.006, -0.059, 0.109, 0.066, 0.053, 0.042, 0.010, 0.059, 0.180, 0.168, 0.072, -0.275, -0.208, 0.061, 0.090, 0.104, 0.087, 0.098, 0.064, 0.120, 0.028, 0.166]
}



5.
{
  "formula": "C22H25FO3",
  "method": "ωB97M-V/def2-TZVPD",
  "homo_energy_ev": -9.0631,
  "lumo_ev": 0.540,
  "homo_lumo_gap_ev": 9.6,
  "smiles": "CC[C@@H](F)OC(=O)O.c1ccccc1.c1ccccc1.c1ccccc1",
  "charge": 0,
  "e_tot_ha": -1178.88985,
  "species": ["C", "C", "C", "F", "O", "C", "O", "O", "H", "H", "H", "H", "H", "H", "H", "C", "C", "C", "C", "C", "C", "H", "H", "H", "H", "H", "H", "C", "C", "C", "C", "C", "C", "H", "H", "H", "H", "H", "H", "C", "C", "C", "C", "C", "C", "H", "H", "H", "H", "H", "H"],
  "positions_angstrom": [[0.935, -1.028, 1.188], [0.703, -2.257, 0.302], [-0.020, -3.432, 0.960], [0.313, -3.514, 2.287], [-1.423, -3.329, 0.814], [-1.991, -2.144, 1.197], [-2.054, -1.754, 2.311], [-2.519, -1.512, 0.106], [1.758, -0.439, 0.782], [0.064, -0.370, 1.230], [1.188, -1.304, 2.210], [1.649, -2.625, -0.097], [0.101, -1.986, -0.570], [0.225, -4.392, 0.513], [-1.899, -0.816, -0.151], [-2.378, 2.891, -1.850], [-1.404, 2.087, -1.271], [-0.688, 1.196, -2.054], [-0.937, 1.106, -3.417], [-1.904, 1.913, -3.997], [-2.625, 2.805, -3.213], [-2.939, 3.586, -1.239], [-1.202, 2.163, -0.209], [0.075, 0.567, -1.607], [-0.371, 0.409, -4.022], [-2.099, 1.846, -5.060], [-3.382, 3.432, -3.664], [-0.676, 0.602, 7.212], [-1.801, 1.388, 7.004], [-2.579, 1.197, 5.870], [-2.233, 0.223, 4.943], [-1.108, -0.562, 5.151], [-0.330, -0.372, 6.286], [-0.070, 0.749, 8.097], [-2.073, 2.147, 7.726], [-3.459, 1.808, 5.709], [-2.835, 0.066, 4.057], [-0.847, -1.325, 4.427], [0.547, -0.986, 6.449], [2.641, 1.092, -3.791], [3.583, 0.285, -3.170], [4.299, -0.645, -3.912], [4.072, -0.767, -5.276], [3.131, 0.042, -5.898], [2.416, 0.972, -5.156], [2.078, 1.814, -3.213], [3.764, 0.383, -2.107], [5.037, -1.273, -3.428], [4.631, -1.491, -5.855], [2.956, -0.051, -6.962], [1.681, 1.604, -5.639]],
  "lowdin_charge": [-0.073, -0.151, -0.331, 0.042, 0.073, -0.569, 0.183, 0.121, 0.073, 0.066, 0.079, 0.117, 0.110, 0.159, 0.096, -0.089, -0.098, -0.115, -0.097, -0.086, -0.089, 0.103, 0.103, 0.091, 0.098, 0.103, 0.102, -0.104, -0.104, -0.098, -0.093, -0.092, -0.096, 0.097, 0.097, 0.098, 0.091, 0.084, 0.098, -0.106, -0.097, -0.098, -0.097, -0.094, -0.102, 0.096, 0.098, 0.100, 0.100, 0.101, 0.101]
}



6.
{
  "formula": "C22H25FeN7O4P",
  "method": "ωB97M-V/def2-TZVPD",
  "homo_energy_ev": [-12.1028, -12.0650],
  "spin_multiplicity": 2,
  "lumo_ev": [-7.733, -7.566],
  "homo_lumo_gap_ev": [4.4, 4.5],
  "e_above_lowest_ev": 0.0000,
  "charge": 2,
  "e_tot_ha": -3141.92384,
  "species": ["Fe", "C", "O", "C", "C", "C", "C", "C", "C", "N", "N", "C", "C", "C", "C", "O", "C", "N", "C", "C", "C", "C", "H", "H", "H", "H", "H", "H", "H", "H", "H", "H", "H", "H", "O", "N", "O", "C", "N", "C", "N", "C", "N", "C", "P", "C", "C", "H", "H", "H", "H", "H", "H", "H", "H", "H", "H", "H", "H", "H"],
  "positions_angstrom": [[0.987, 1.093, 0.277], [-7.571, 0.374, 0.708], [-7.404, -1.035, 0.524], [-6.376, -1.654, 1.077], [-5.382, -1.006, 1.837], [-4.348, -1.738, 2.361], [-4.290, -3.127, 2.143], [-5.322, -3.781, 1.436], [-6.336, -3.051, 0.885], [-3.323, -3.947, 2.663], [-2.265, -3.541, 3.152], [-1.410, -2.571, 2.823], [-0.659, -1.983, 3.868], [0.200, -0.936, 3.662], [0.401, -0.444, 2.356], [1.161, 0.564, 2.073], [-0.262, -1.129, 1.256], [0.077, -0.662, 0.017], [-0.437, -1.258, -1.051], [-1.277, -2.364, -0.942], [-1.635, -2.839, 0.300], [-1.149, -2.197, 1.448], [-8.469, 0.632, 0.157], [-6.718, 0.917, 0.298], [-7.707, 0.606, 1.765], [-5.442, 0.054, 2.030], [-3.606, -1.245, 2.975], [-5.284, -4.857, 1.337], [-7.136, -3.515, 0.326], [-0.826, -2.365, 4.866], [0.724, -0.475, 4.487], [-0.177, -0.839, -2.013], [-1.638, -2.841, -1.841], [-2.266, -3.713, 0.385], [-0.725, 2.213, -0.123], [-0.544, 2.217, -1.347], [0.494, 1.530, -1.652], [5.814, 1.063, -2.299], [4.545, 1.380, -3.119], [4.518, 2.904, -3.376], [4.591, 3.619, -2.158], [5.802, 3.263, -1.421], [5.851, 1.835, -1.110], [4.824, 1.445, -0.140], [3.120, 1.770, -0.776], [3.299, 0.930, -2.418], [3.376, 3.507, -1.350], [6.653, 1.302, -2.952], [5.792, -0.007, -2.091], [4.608, 0.901, -4.019], [3.596, 3.110, -3.919], [5.384, 3.111, -4.007], [5.839, 3.832, -0.494], [6.671, 3.524, -2.026], [4.972, 2.015, 0.779], [4.933, 0.391, 0.122], [2.444, 1.177, -3.050], [3.347, -0.153, -2.289], [3.453, 4.166, -0.483], [2.508, 3.828, -1.930]],
  "lowdin_charge": [0.527, -0.026, -0.026, -0.249, 0.021, 0.020, -0.272, 0.022, 0.038, 0.136, 0.128, -0.187, 0.019, 0.060, -0.297, -0.063, -0.117, 0.044, -0.065, 0.000, 0.044, -0.071, 0.105, 0.102, 0.106, 0.115, 0.124, 0.131, 0.136, 0.132, 0.139, 0.120, 0.124, 0.126, -0.086, -0.113, -0.277, -0.098, -0.066, -0.094, -0.143, -0.138, -0.143, -0.273, 1.046, -0.227, -0.262, 0.151, 0.149, 0.186, 0.151, 0.152, 0.145, 0.147, 0.110, 0.106, 0.098, 0.114, 0.112, 0.108]
}